No. 1
A 8-piece molecular cluster, C12H5Cl28F2NO5S overall at a distorted geometry. Source: the Open Molecules 2025 dataset; level of theory: ωB97M-V/def2-TZVPD.

Calculated values
total charge = 0
calculated total energy = -391143.1020 eV
LUMO level = -0.28 eV

Atoms and positions in Å:
C -0.69 5.16 -2.54
C -0.75 3.89 -2.11
C -1.95 3.20 -1.55
O -3.14 3.95 -1.79
S -4.44 3.27 -1.13
O -4.17 2.90 0.23
O -5.35 4.67 -1.04
N -6.73 4.37 -1.26
C -6.95 3.68 -2.52
O -7.76 2.84 -2.63
F -6.20 4.05 -3.55
C -7.38 5.67 -1.42
O -8.51 5.87 -1.17
F -6.56 6.60 -1.88
H -0.21 5.37 -3.49
H -1.14 6.01 -2.03
H 0.16 3.28 -2.11
H -1.79 2.99 -0.48
H -2.02 2.23 -2.05
C 0.06 5.27 1.78
Cl 0.38 3.60 2.26
Cl -1.58 5.71 2.24
Cl 1.21 6.36 2.56
Cl 0.20 5.35 0.01
C -1.52 -0.16 2.11
Cl -1.59 -0.35 3.87
Cl -2.73 1.02 1.59
Cl 0.08 0.41 1.66
Cl -1.86 -1.72 1.34
C 2.72 -2.75 0.04
Cl 2.92 -4.42 0.54
Cl 1.06 -2.22 0.43
Cl 3.86 -1.72 0.93
Cl 3.04 -2.60 -1.69
C -0.65 -1.47 -3.76
Cl 0.55 -1.71 -5.04
Cl -2.25 -1.87 -4.38
Cl -0.25 -2.51 -2.39
Cl -0.62 0.22 -3.24
C 5.92 -7.34 1.89
Cl 7.65 -7.64 1.70
Cl 5.56 -5.66 1.53
Cl 5.01 -8.38 0.77
Cl 5.44 -7.71 3.55
C 0.22 -7.23 2.35
Cl 1.95 -7.54 2.14
Cl -0.13 -5.53 2.02
Cl -0.70 -8.25 1.24
Cl -0.24 -7.60 4.02
C 8.38 -2.31 2.49
Cl 8.65 -4.05 2.61
Cl 6.77 -2.00 1.80
Cl 8.47 -1.59 4.10
Cl 9.61 -1.58 1.45

=====

No. 2
An isolated molecule of CN2O3S at a distorted geometry. Source: the Open Molecules 2025 dataset; level of theory: ωB97M-V/def2-TZVPD.

Calculated values
total charge = 0
calculated total energy = -20985.8027 eV
LUMO level (alpha / beta) = -2.63 / -1.48 eV
energy relative to the best compared isomer or geometry (same formula, charge and spin) = 107.9 kcal/mol

Atoms and positions in Å:
C 0.28 -0.23 0.37
N 0.88 -1.13 0.80
N 0.09 0.66 -0.62
O 1.38 -1.94 1.46
O -1.19 1.05 -0.80
O 0.94 0.96 -1.49
S -2.38 0.64 0.28

=====

No. 3
An isolated molecule of C6H9N at a distorted geometry. Source: the Open Molecules 2025 dataset; level of theory: ωB97M-V/def2-TZVPD.

Calculated values
total charge = 0
calculated total energy = -7853.3323 eV
LUMO level (alpha / beta) = 0.90 / 0.90 eV
energy relative to the best compared isomer or geometry (same formula, charge and spin) = 111.3 kcal/mol

Atoms and positions in Å:
C -1.63 1.06 0.34
N -0.59 0.94 -0.46
C 0.64 1.49 -0.37
C 0.83 -0.65 0.81
C -0.11 -1.49 -0.06
C -0.07 -0.34 -1.07
C 1.28 0.14 -0.48
H -1.57 1.85 1.08
H 0.09 0.00 1.36
H -2.54 0.52 0.16
H 0.83 2.21 0.43
H 1.55 -1.06 1.51
H -1.07 -1.79 0.36
H 0.41 -2.34 -0.52
H -0.31 -0.47 -2.13
H 2.25 -0.06 -0.95

=====

No. 4
C2H2BrN3O as an isolated structure at a distorted geometry. Source: the Open Molecules 2025 dataset; level of theory: ωB97M-V/def2-TZVPD.

Calculated values
total charge = 0
calculated total energy = -78662.2524 eV
LUMO level = -1.27 eV
energy relative to the best compared isomer or geometry (same formula, charge and spin) = 24.6 kcal/mol

Atoms and positions in Å:
C -0.27 -1.83 -0.91
C 0.27 -0.01 -0.24
N 0.32 -1.72 -2.12
N 0.96 -0.66 -2.37
N 0.94 0.18 -1.38
O -0.99 -2.58 -0.35
Br 1.53 2.01 -1.79
H -0.63 0.64 -0.05
H 0.95 0.10 0.65

=====

No. 5
A 2-piece molecular cluster, C4H11BS overall at a distorted geometry. Source: the Open Molecules 2025 dataset; level of theory: ωB97M-V/def2-TZVPD.

Calculated values
total charge = 0
calculated total energy = -15836.7100 eV
LUMO level = 0.59 eV
energy relative to the best compared isomer or geometry (same formula, charge and spin) = 28.3 kcal/mol

Atoms and positions in Å:
C -0.64 -1.43 0.48
C -0.98 -0.26 -0.08
C -0.77 1.02 0.63
C -1.92 -0.12 -1.33
H -0.93 -2.34 -0.02
H -0.24 -1.49 1.52
H -0.15 0.84 1.43
H -0.35 1.76 0.02
H -1.74 1.34 0.85
H -2.89 0.10 -0.95
H -1.86 -0.97 -2.00
H -1.62 0.76 -1.81
B 3.18 0.23 0.72
S 2.38 -0.66 -0.57
H 3.12 1.45 0.94
H 3.91 -0.52 1.30
H 1.51 0.28 -1.14

=====

No. 6
A 3-piece molecular cluster, C3H11NO3S overall. Source: the Open Molecules 2025 dataset; level of theory: ωB97M-V/def2-TZVPD.

Calculated values
total charge = -2
calculated total energy = -21756.4341 eV
LUMO level = 6.09 eV
energy relative to the best compared isomer or geometry (same formula, charge and spin) = 10.3 kcal/mol

Atoms and positions in Å:
C 0.08 -0.21 -0.72
O -0.83 0.71 -1.27
C -0.24 -0.60 0.74
C 0.90 -1.38 1.41
S 2.41 -0.47 1.87
N -0.64 0.59 1.51
H 0.11 -1.11 -1.37
H 1.11 0.20 -0.67
H -1.11 -1.27 0.71
H 1.04 -2.25 0.76
H 0.50 -1.81 2.34
H 0.18 0.90 2.01
H -0.86 1.28 0.79
H -1.01 -0.03 -3.47
H 0.07 0.76 -3.02
O -0.17 0.28 -3.85
H -3.28 1.32 0.31
H -2.24 0.96 -0.84
O -3.24 1.23 -0.65